{"formula": "C44H47ClGeIN8O5Ta", "method": "ωB97M-V/def2-TZVPD", "elements": ["Ta", "O", "C", "C", "C", "C", "C", "C", "C", "O", "N", "O", "O", "H", "H", "H", "H", "C", "N", "C", "C", "N", "N", "C", "N", "N", "H", "H", "H", "H", "H", "H", "H", "H", "H", "H", "H", "Cl", "C", "C", "C", "I", "C", "O", "C", "N", "C", "C", "C", "C", "H", "H", "H", "H", "Ge", "C", "C", "C", "C", "C", "C", "C", "C", "C", "C", "C", "C", "H", "H", "H", "H", "H", "H", "H", "H", "H", "H", "H", "C", "C", "C", "C", "C", "C", "C", "C", "C", "C", "C", "C", "N", "H", "H", "H", "H", "H", "H", "H", "H", "H", "H", "H", "H", "H", "H", "H", "H", "H"], "positions_angstrom": [[-0.12, 0.04, 0.35], [-1.18, 1.98, -1.25], [-1.83, 2.31, -2.24], [-1.51, 1.92, -3.59], [-2.34, 2.31, -4.65], [-2.12, 1.84, -5.92], [-1.06, 0.97, -6.19], [-0.20, 0.61, -5.17], [-0.40, 1.09, -3.88], [0.48, 0.71, -2.92], [-3.00, 2.26, -7.00], [-3.88, 3.04, -6.71], [-2.79, 1.80, -8.10], [-2.75, 2.89, -2.12], [-3.18, 2.97, -4.47], [-0.91, 0.60, -7.19], [0.64, -0.04, -5.35], [3.61, -4.04, 3.45], [2.90, -3.69, 2.23], [3.24, -4.43, 1.03], [2.12, -2.59, 2.13], [1.71, -2.08, 1.02], [1.76, -2.00, 3.33], [1.41, -0.69, 3.56], [1.51, -0.29, 4.84], [1.04, 0.11, 2.61], [4.15, -4.97, 3.29], [2.92, -4.22, 4.29], [4.34, -3.27, 3.73], [3.60, -5.41, 1.31], [4.02, -3.93, 0.44], [2.35, -4.57, 0.41], [2.18, -2.51, 0.23], [1.99, -2.53, 4.16], [1.81, -0.90, 5.59], [1.19, 0.62, 5.11], [0.93, 1.06, 2.96], [2.06, 6.77, 1.69], [1.86, 5.16, 1.13], [2.82, 4.56, 0.35], [2.65, 3.27, -0.13], [4.10, 2.40, -1.37], [1.54, 2.50, 0.19], [1.37, 1.27, -0.23], [0.54, 3.11, 1.00], [-0.54, 2.36, 1.30], [-1.56, 2.91, 1.93], [-1.53, 4.23, 2.38], [-0.41, 4.99, 2.17], [0.67, 4.45, 1.45], [3.72, 5.11, 0.10], [-2.42, 2.28, 2.08], [-2.38, 4.64, 2.90], [-0.34, 6.01, 2.53], [0.69, -1.64, -1.60], [2.44, -1.95, -2.52], [2.96, -3.25, -2.51], [4.19, -3.51, -3.08], [4.91, -2.49, -3.69], [4.40, -1.20, -3.71], [3.18, -0.94, -3.12], [-0.15, -3.44, -1.79], [-0.13, -4.11, -3.01], [-0.68, -5.37, -3.14], [-1.26, -5.98, -2.03], [-1.30, -5.32, -0.81], [-0.77, -4.05, -0.70], [0.47, 1.34, -2.17], [2.40, -4.06, -2.06], [4.59, -4.52, -3.07], [5.87, -2.70, -4.13], [4.95, -0.41, -4.19], [2.78, 0.07, -3.13], [0.33, -3.63, -3.87], [-0.66, -5.88, -4.09], [-1.68, -6.97, -2.12], [-1.74, -5.80, 0.04], [-0.81, -3.51, 0.25], [-2.65, -1.27, -2.20], [-4.02, -0.78, -1.76], [-4.95, -2.00, -1.63], [-4.09, -0.08, -0.42], [-5.25, 0.64, -0.19], [-5.62, 1.07, 1.07], [-4.89, 0.60, 2.15], [-3.72, -0.12, 1.98], [-3.12, -0.77, 3.21], [-2.46, -2.12, 2.92], [-2.15, 0.17, 3.94], [-3.18, -0.28, 0.66], [-1.86, -0.47, 0.52], [-2.74, -1.78, -3.16], [-2.27, -1.97, -1.46], [-1.96, -0.44, -2.32], [-4.43, -0.11, -2.52], [-4.57, -2.66, -0.85], [-4.98, -2.55, -2.57], [-5.96, -1.71, -1.37], [-5.91, 0.86, -1.02], [-6.49, 1.68, 1.23], [-5.25, 0.77, 3.16], [-3.96, -0.96, 3.88], [-1.53, -1.98, 2.36], [-3.13, -2.75, 2.34], [-2.24, -2.63, 3.85], [-1.33, 0.44, 3.28], [-1.75, -0.34, 4.82], [-2.66, 1.07, 4.27]], "charge": 2, "spin_multiplicity": 1, "e_homo_ev": -12.48, "homo_lumo_gap_ev": 6.3}

***

{"formula": "C44H47ClN4O4Rh", "method": "ωB97M-V/def2-TZVPD", "elements": ["Rh", "C", "C", "C", "C", "C", "C", "C", "C", "C", "C", "C", "C", "N", "C", "C", "N", "C", "C", "C", "C", "C", "C", "C", "C", "C", "C", "C", "C", "C", "C", "C", "C", "C", "C", "C", "C", "C", "C", "H", "H", "H", "H", "H", "H", "H", "H", "H", "H", "H", "H", "H", "H", "H", "H", "H", "H", "H", "H", "H", "H", "H", "H", "H", "H", "H", "H", "H", "H", "H", "H", "H", "H", "H", "H", "H", "H", "H", "H", "N", "N", "C", "O", "O", "H", "H", "H", "Cl", "C", "C", "C", "C", "C", "C", "C", "O", "O", "H", "H", "H", "H"], "positions_angstrom": [[0.15, -0.38, -0.46], [2.74, 0.03, -2.63], [3.01, 1.52, -2.78], [1.94, 2.18, -3.66], [3.20, 2.22, -1.44], [4.46, 2.74, -1.17], [4.73, 3.40, 0.02], [3.73, 3.54, 0.96], [2.45, 3.04, 0.73], [1.40, 3.19, 1.82], [1.31, 4.62, 2.35], [1.67, 2.20, 2.96], [2.19, 2.37, -0.48], [0.90, 1.82, -0.68], [-0.11, 2.63, -0.93], [-1.45, 2.13, -0.86], [-1.67, 0.87, -0.55], [-2.98, 0.46, -0.19], [-3.50, 0.85, 1.05], [-4.78, 0.44, 1.39], [-5.54, -0.34, 0.53], [-5.00, -0.74, -0.68], [-3.71, -0.36, -1.06], [-3.15, -0.81, -2.39], [-3.83, -0.07, -3.54], [-3.25, -2.32, -2.57], [-2.69, 1.69, 2.03], [-3.51, 2.79, 2.70], [-2.01, 0.80, 3.07], [-2.37, 3.26, -1.09], [-3.73, 3.42, -1.13], [-4.26, 4.72, -1.37], [-3.45, 5.82, -1.56], [-2.04, 5.68, -1.51], [-1.07, 6.70, -1.68], [0.27, 6.40, -1.60], [0.74, 5.08, -1.36], [-0.17, 4.08, -1.20], [-1.55, 4.40, -1.28], [2.70, -0.47, -3.61], [1.77, -0.12, -2.16], [3.49, -0.47, -2.01], [3.96, 1.64, -3.30], [0.93, 1.96, -3.30], [2.01, 1.79, -4.68], [2.05, 3.26, -3.70], [5.24, 2.63, -1.91], [5.72, 3.80, 0.21], [3.94, 4.05, 1.89], [0.43, 2.94, 1.40], [2.20, 4.91, 2.91], [0.46, 4.71, 3.03], [1.18, 5.34, 1.53], [2.66, 2.40, 3.41], [1.67, 1.18, 2.60], [0.92, 2.32, 3.75], [-5.21, 0.73, 2.35], [-6.54, -0.64, 0.80], [-5.59, -1.35, -1.36], [-2.09, -0.53, -2.40], [-4.89, -0.34, -3.60], [-3.37, -0.34, -4.50], [-3.77, 1.01, -3.42], [-4.29, -2.65, -2.57], [-2.73, -2.85, -1.76], [-2.79, -2.63, -3.51], [-1.89, 2.18, 1.47], [-4.25, 2.38, 3.39], [-4.04, 3.40, 1.96], [-2.86, 3.44, 3.27], [-2.75, 0.18, 3.59], [-1.49, 1.40, 3.82], [-1.27, 0.14, 2.61], [-4.41, 2.59, -0.99], [-5.33, 4.84, -1.41], [-3.90, 6.79, -1.74], [-1.39, 7.72, -1.86], [0.99, 7.20, -1.72], [1.81, 4.90, -1.30], [-0.88, -1.90, 0.93], [-1.02, -3.11, 0.22], [-0.21, -3.29, -0.93], [-0.09, -4.42, -1.37], [0.28, -2.21, -1.45], [-0.17, -1.99, 1.67], [-1.78, -1.62, 1.29], [-1.01, -3.94, 0.79], [8.24, -1.06, 2.75], [6.52, -1.14, 2.43], [5.92, -0.13, 1.70], [4.56, -0.20, 1.45], [3.81, -1.26, 1.94], [4.43, -2.26, 2.67], [5.80, -2.21, 2.92], [2.31, -1.32, 1.68], [1.64, -2.19, 2.25], [1.88, -0.42, 0.89], [6.52, 0.70, 1.33], [4.07, 0.57, 0.88], [3.82, -3.08, 3.04], [6.29, -2.99, 3.49]], "charge": -1, "de_lowest_kj_mol": 0.00, "s_squared": 6.022, "spin_multiplicity": 5, "e_homo_ev": [-3.78, -5.72], "homo_lumo_gap_ev": [5.6, 7.5]}